# C19H47IN3O3P2S

A 3-piece molecular cluster, C19H47IN3O3P2S overall (ωB97M-V/def2-TZVPD, the Open Molecules 2025 dataset).

Values from the calculation:
largest force on an atom: 0.7 eV/Å
E_LUMO: -2.80 eV
net charge: +1

Each line ends with the Mulliken charge.
Atoms and positions in Å:
C (-2.310, -0.592, 8.705)  -1.082
C (-3.307, 0.023, 7.764)  0.625
O (-4.326, 0.561, 8.114)  -0.567
N (-3.008, -0.126, 6.412)  -0.320
C (-3.940, 0.473, 5.466)  -0.804
C (-3.274, 0.703, 4.109)  0.898
C (-4.286, 0.901, 2.971)  -1.207
C (-4.487, 2.345, 2.471)  -0.641
P (-2.996, 3.275, 2.006)  0.674
S (-3.572, 4.642, 0.565)  -0.221
C (-1.799, 2.139, 1.259)  -1.132
C (-0.638, 2.823, 0.505)  -0.272
C (0.663, 2.040, 0.690)  -1.323
I (-1.123, 2.939, -1.572)  0.173
P (-1.991, 4.514, 3.504)  0.134
C (-3.317, 4.781, 4.738)  -0.899
C (-0.808, 3.407, 4.352)  -0.902
H (-2.551, -0.280, 9.721)  0.319
H (-2.377, -1.680, 8.636)  0.287
H (-1.287, -0.295, 8.462)  0.340
H (-2.031, 0.031, 6.203)  0.303
H (-4.792, -0.202, 5.345)  0.318
H (-4.331, 1.419, 5.860)  0.290
H (-2.606, -0.135, 3.883)  0.434
H (-2.642, 1.589, 4.203)  -0.883
H (-5.268, 0.564, 3.319)  0.560
H (-4.038, 0.255, 2.125)  0.323
H (-5.094, 2.324, 1.559)  0.487
H (-5.050, 2.941, 3.197)  0.407
H (-3.705, 5.637, 1.457)  0.234
H (-1.395, 1.577, 2.111)  0.302
H (-2.337, 1.441, 0.612)  0.740
H (-0.511, 3.851, 0.854)  0.351
H (1.130, 2.313, 1.644)  0.330
H (0.470, 0.964, 0.689)  0.325
H (1.377, 2.260, -0.103)  0.480
H (-3.128, 5.760, 5.185)  0.414
H (-4.304, 4.813, 4.270)  0.342
H (-3.312, 4.023, 5.525)  0.266
H (-1.265, 2.764, 5.107)  0.266
H (-0.248, 2.803, 3.634)  0.210
H (-0.097, 4.071, 4.851)  0.419
C (-0.969, -2.214, -4.714)  -1.458
C (-0.006, -1.245, -5.393)  0.157
C (1.418, -1.283, -4.827)  -0.204
O (1.570, -0.618, -3.578)  -0.385
C (1.211, -1.370, -2.443)  -0.543
N (-0.589, 0.100, -5.365)  -0.690
H (-1.282, -1.845, -3.736)  0.288
H (-1.868, -2.329, -5.318)  0.366
H (-0.515, -3.197, -4.582)  0.338
H (0.076, -1.547, -6.441)  0.481
H (2.075, -0.747, -5.515)  0.200
H (1.792, -2.311, -4.759)  0.194
H (1.459, -2.430, -2.561)  0.289
H (0.143, -1.281, -2.219)  0.173
H (1.774, -0.977, -1.595)  0.237
H (-0.020, 0.726, -5.926)  0.295
H (-0.492, 0.445, -4.414)  0.235
C (5.250, -2.080, -5.365)  -1.303
C (4.890, -3.278, -4.494)  0.611
C (6.088, -4.156, -4.115)  -0.861
O (6.560, -4.984, -5.155)  -0.379
C (7.471, -4.383, -6.055)  -0.637
N (3.820, -4.040, -5.145)  -0.585
H (5.439, -2.379, -6.396)  0.308
H (4.426, -1.366, -5.377)  0.139
H (6.138, -1.568, -4.989)  0.364
H (4.485, -2.892, -3.552)  0.263
H (5.773, -4.839, -3.321)  0.364
H (6.907, -3.541, -3.718)  0.431
H (8.123, -3.670, -5.540)  0.298
H (6.964, -3.870, -6.876)  0.227
H (8.085, -5.179, -6.474)  0.258
H (3.495, -4.770, -4.518)  0.263
H (4.223, -4.540, -5.933)  0.265